Computed, not measured: C4H6CsO3 as an isolated structure at a distorted geometry, with wB97M-V/def2-TZVPD.

Total energy   -10929.559 eV
Charge   +1
Max |F|   0.07592 hartree/bohr
Gap between HOMO and LUMO   9.00 eV
Energy relative to the best compared isomer or geometry (same formula, charge and spin)   38.5 kcal per mole

Geometry (Å):
Cs1 -4.107 -1.640 -0.212
C1 -1.145 0.597 -0.708
C2 0.140 0.710 0.170
C3 0.438 -0.621 0.910
O1 1.808 -0.726 0.767
C4 2.278 -0.010 -0.192
O2 3.410 -0.025 -0.623
O3 1.315 0.836 -0.597
H1 -1.101 -0.235 -1.412
H2 -1.290 1.477 -1.335
H3 -1.984 0.378 -0.048
H4 0.093 1.392 1.019
H5 -0.007 -1.412 0.306
H6 0.152 -0.722 1.957

***

Computed, not measured: one molecule with the formula C4H6F2 at a distorted geometry, with wB97M-V/def2-TZVPD.

Total energy   -9675.481 eV
Max |F|   0.05709 hartree/bohr
Gap between HOMO and LUMO (spin up / spin down)   9.16 / 8.06 eV
Energy relative to the best compared isomer or geometry (same formula, charge and spin)   98.7 kcal per mole

Geometry (Å):
C1 0.864 0.088 0.150
C2 -1.091 -0.945 -1.249
C3 0.043 0.147 -1.066
C4 0.383 0.566 1.490
F1 -1.043 -2.030 -0.434
F2 0.783 0.320 -2.189
H1 1.845 -0.202 0.128
H2 -2.184 -0.832 -1.213
H3 -0.560 0.993 -0.903
H4 -0.695 0.882 1.304
H5 1.108 1.372 1.725
H6 0.547 -0.359 2.257

***

Computed, not measured: a 2-piece molecular cluster, C4H6F4N overall at a distorted geometry, with wB97M-V/def2-TZVPD.

Total energy   -16589.089 eV
Charge   +1
Max |F|   0.08216 hartree/bohr
Gap between HOMO and LUMO (spin up / spin down)   8.25 / 8.24 eV
Energy relative to the best compared isomer or geometry (same formula, charge and spin)   140.7 kcal per mole

Geometry (Å):
C1 0.110 -0.516 0.121
C2 -0.835 0.441 0.871
C3 0.872 0.365 -0.881
C4 -0.439 1.797 0.461
N1 0.816 1.768 -0.354
F1 -0.733 2.899 0.973
F2 -1.639 1.979 -1.508
F3 0.985 2.792 -1.256
F4 1.892 2.015 0.601
H1 0.765 -1.023 0.750
H2 -0.331 -1.264 -0.397
H3 -1.960 0.184 0.881
H4 -0.670 0.439 1.964
H5 1.983 0.373 -1.034
H6 0.410 0.327 -1.878